1.
C29H49NP2PdSi | ωB97M-V/def2-TZVPD

Properties
energy above the lowest of the compared OMol25 structures with the same formula, charge and spin = 0.115 eV
LUMO energy (spin up / spin down) = -0.1768 / -0.2909 hartree
charge = +2
HOMO-LUMO gap (spin up / spin down) = 8.10 / 6.49 eV
multiplicity = 5
HOMO (spin up / spin down) = -12.907 / -14.408 eV

Geometry (Å):
Pd  0.715  0.503  0.422
P  0.611  -1.862  0.707
P  0.569  1.629  -1.643
Si  0.947  1.812  2.653
N  -1.365  0.181  0.067
C  -1.917  -0.747  0.947
C  0.473  3.582  2.302
C  -3.673  -1.595  2.358
C  0.410  -0.356  -3.561
C  2.651  0.820  -3.295
C  -3.178  -0.606  1.527
C  2.608  3.307  -0.762
C  2.700  1.615  3.261
C  -3.370  0.571  -1.283
C  -2.946  -2.754  2.621
C  -1.115  -1.859  1.290
C  -3.915  3.008  -4.133
C  -3.963  1.278  -2.297
C  0.765  -3.047  -0.685
C  1.212  3.337  -1.395
C  1.465  -3.373  3.037
C  -1.875  2.353  -2.804
C  1.734  -2.160  2.143
C  3.193  -2.120  1.683
C  0.494  -4.499  -0.282
C  -0.323  0.973  3.738
C  1.196  4.208  -2.652
C  -1.662  -2.860  2.082
C  -2.006  0.791  -0.948
C  -3.247  2.212  -3.060
C  -3.496  -3.836  3.503
C  2.090  -2.911  -1.436
C  1.129  0.956  -3.255
C  -1.246  1.669  -1.788
H  0.495  -3.324  3.525
H  2.676  2.593  0.064
H  -3.756  0.291  1.355
H  2.221  -3.385  3.824
H  2.946  0.344  -4.230
H  2.890  0.602  3.619
H  -0.456  -4.620  0.236
H  2.910  -3.372  -0.891
H  -1.302  2.996  -3.461
H  -3.217  3.287  -4.921
H  0.762  -0.744  -4.517
H  -0.351  1.497  4.700
H  1.614  5.185  -2.406
H  3.475  -3.039  1.171
H  -4.320  3.931  -3.710
H  2.861  2.296  4.103
H  1.549  -1.261  2.743
H  3.837  -2.030  2.558
H  0.618  -1.109  -2.800
H  2.846  4.296  -0.371
H  1.295  -4.888  0.346
H  2.008  -3.426  -2.394
H  0.508  3.751  -0.664
H  1.224  4.109  1.713
H  1.544  -4.313  2.494
H  -3.942  -0.174  -0.752
H  -3.145  -3.705  4.528
H  3.023  0.203  -2.474
H  2.353  -1.871  -1.629
H  -4.649  -1.466  2.809
H  -0.095  -0.074  3.944
H  -3.174  -4.821  3.167
H  -0.497  3.666  1.810
H  0.818  1.705  -3.993
H  -1.087  -3.749  2.302
H  3.444  1.858  2.502
H  0.192  4.377  -3.037
H  -5.005  1.096  -2.528
H  3.151  1.786  -3.246
H  -4.583  -3.816  3.522
H  0.392  4.099  3.265
H  -1.323  1.029  3.306
H  0.458  -5.114  -1.182
H  -0.670  -0.227  -3.629
H  3.402  -1.274  1.023
H  -4.747  2.461  -4.574
H  1.813  3.783  -3.444
H  3.374  3.054  -1.493
H  -0.049  -2.714  -1.341

Atom charges from the Mulliken analysis, given in e for atoms 1 to 8: atom 1 (Pd): -0.888, atom 2 (P): 1.265, atom 3 (P): 1.308, atom 4 (Si): 0.675, atom 5 (N): 0.926, atom 6 (C): -0.461, atom 7 (C): -1.046, atom 8 (C): -0.975



2.
C29H50BBrF2N4O9 | ωB97M-V/def2-TZVPD

Properties
LUMO energy = -0.0806 hartree
HOMO-LUMO gap = 6.66 eV
HOMO = -8.849 eV

Geometry (Å):
Br  6.203  -3.153  2.705
F  -5.295  -1.751  -2.650
F  -4.884  -0.754  -4.777
O  -3.777  2.271  -1.809
O  4.349  -4.627  1.012
O  0.345  -7.463  -2.250
O  1.820  1.564  4.006
O  -3.980  0.245  -2.797
O  -6.609  2.412  -2.290
O  -6.288  0.360  -3.189
O  1.546  -4.195  -1.180
O  -0.462  0.619  3.579
N  0.424  -1.948  -0.539
N  2.205  -3.089  -1.654
N  2.893  -1.767  0.405
N  -0.966  -2.318  -5.095
C  2.544  -0.903  1.594
C  1.224  -6.741  -1.271
C  -0.007  -2.249  -1.991
C  1.785  -5.363  -2.036
C  -1.879  4.994  -0.036
C  0.331  3.289  5.213
C  0.279  -6.427  0.030
C  0.634  0.625  -1.200
C  1.409  -1.066  4.092
C  -2.556  5.469  1.414
C  -0.426  1.918  -1.252
C  4.351  -2.171  0.239
C  1.549  -2.842  -4.301
C  1.448  -2.317  -2.755
C  -1.694  6.734  2.077
C  -1.914  6.821  3.720
C  4.836  -3.397  1.212
C  -0.579  4.047  0.301
C  -0.578  7.587  4.365
C  -0.153  -0.565  -0.398
C  0.118  -3.165  -5.030
C  0.845  0.465  3.854
C  -5.875  1.482  -2.584
C  1.185  2.884  3.866
C  1.907  -2.157  -0.459
C  0.010  -4.646  -5.798
C  -0.926  2.412  0.228
C  -4.459  1.412  -2.343
C  1.830  -1.858  2.719
B  -5.111  -0.497  -3.364
H  2.159  -2.025  -4.923
H  -2.114  2.358  0.238
H  -0.358  2.414  5.576
H  -0.487  1.813  1.132
H  2.304  -1.121  4.871
H  -0.615  -7.172  -2.056
H  2.643  -2.672  3.039
H  -1.318  -0.592  -0.655
H  4.984  -1.193  0.494
H  0.958  -2.431  2.188
H  0.913  -6.415  1.041
H  -1.388  1.479  -1.806
H  -0.689  8.729  4.133
H  2.118  -1.330  -2.797
H  4.642  -2.427  -0.888
H  0.539  2.929  2.891
H  2.253  -3.801  -4.302
H  0.427  7.217  3.858
H  -1.943  5.739  4.182
H  -0.115  -0.302  0.765
H  -1.984  7.758  1.553
H  0.330  4.297  -0.408
H  -0.928  -4.710  -6.497
H  1.073  -5.252  -2.987
H  -0.247  4.322  1.410
H  -0.425  -5.497  -0.075
H  0.088  -5.498  -4.999
H  -3.677  5.800  1.285
H  -0.694  -3.220  -2.097
H  -0.535  7.375  5.522
H  0.522  -1.672  4.583
H  2.917  -5.448  -2.337
H  2.094  -7.500  -1.024
H  -0.537  6.518  1.884
H  -2.880  7.456  3.992
H  1.591  1.021  -0.636
H  0.984  -4.696  -6.483
H  1.958  0.074  1.325
H  -0.662  -1.453  -2.547
H  -2.660  4.513  -0.764
H  0.846  0.381  -2.349
H  -0.446  -7.368  0.149
H  2.045  3.682  3.750
H  -1.465  5.999  -0.518
H  -2.444  4.562  2.155
H  3.576  -0.543  2.072
H  -0.036  2.789  -1.951
H  -0.383  4.213  5.002
H  1.102  3.563  6.069
H  -1.688  -2.847  -5.644

Atom charges from the Mulliken analysis, given in e for atoms 1 to 8: atom 1 (Br): -0.103, atom 2 (F): -0.373, atom 3 (F): -0.371, atom 4 (O): -0.530, atom 5 (O): -0.426, atom 6 (O): -0.602, atom 7 (O): -0.329, atom 8 (O): -0.291